Record 1
13
Properties=species:S:1:pos:R:3 method="wB97M-V/def2-TZVPD" homo_ev=-10.1 de_lowest_kj_mol=168.37 orbital_gap_ha=0.398 smiles="[H]/N=C(/NC=O)OC" lumo_energy_ev=0.75 spin_multiplicity=1
H 1.940 -1.337 -1.687
N 1.181 -1.672 -1.097
C 0.638 -0.718 -0.469
N -0.387 -0.993 0.462
C -1.664 -0.494 0.275
O -2.642 -0.892 0.858
O 0.963 0.584 -0.634
C 0.569 1.586 0.311
H -0.348 -1.933 0.828
H -1.692 0.316 -0.474
H 1.443 2.219 0.487
H 0.236 1.139 1.250
H -0.238 2.196 -0.112

Record 2
13
Properties=species:S:1:pos:R:3 method="wB97M-V/def2-TZVPD" homo_ev=-9.6 de_lowest_kj_mol=800.13 orbital_gap_ha=0.395 lumo_energy_ev=1.10 spin_multiplicity=1
C 0.000 -1.541 -0.001
C 0.338 -0.256 0.841
C -0.338 -0.255 -0.841
O 1.248 1.589 -0.414
O -1.249 1.589 0.416
N 1.173 0.140 -0.415
N -1.173 0.139 0.415
H 2.191 1.726 -0.609
H -2.191 1.724 0.611
H 0.696 -0.254 1.866
H -0.696 -0.252 -1.866
H -0.829 -2.175 0.331
H 0.829 -2.174 -0.334

Record 3
13
Properties=species:S:1:pos:R:3 method="wB97M-V/def2-TZVPD" homo_ev=-9.9 de_lowest_kj_mol=168.00 orbital_gap_ha=0.386 smiles="NC(=O)NCC=O" lumo_energy_ev=0.60 spin_multiplicity=1
N 1.467 -0.094 0.656
C 0.580 -1.197 0.691
O 0.855 -2.303 1.066
N -0.638 -0.859 0.229
C -1.214 0.332 -0.461
C -0.143 1.251 -1.016
O 0.144 1.305 -2.169
H 2.416 -0.331 0.493
H 1.363 0.661 1.317
H -1.353 -1.557 0.325
H -1.873 -0.031 -1.239
H -1.751 0.825 0.356
H 0.147 1.998 -0.248

Record 4
13
Properties=species:S:1:pos:R:3 method="wB97M-V/def2-TZVPD" homo_ev="-5.7 / -9.5" de_lowest_kj_mol=412.24 orbital_gap_ha="0.228 / 0.266" lumo_energy_ev="0.56 / -2.25" spin_multiplicity=3
C -2.576 -0.194 0.102
C -2.325 1.124 0.002
C 1.570 -1.411 -0.336
N 1.173 -0.746 0.927
N 1.200 0.408 1.130
O 1.892 1.223 0.159
O -2.895 -1.316 0.151
H -2.979 1.637 -0.854
H 1.703 2.230 0.419
H -1.367 1.540 0.335
H 1.883 -0.645 -1.161
H 0.543 -1.582 -0.812
H 2.179 -2.269 -0.063

Record 5
13
Properties=species:S:1:pos:R:3 method="wB97M-V/def2-TZVPD" homo_ev="-6.9 / -10.0" de_lowest_kj_mol=290.69 orbital_gap_ha="0.286 / 0.279" lumo_energy_ev="0.86 / -2.44" spin_multiplicity=3
C -0.333 1.534 -0.464
C 0.769 1.815 0.455
C -0.241 -2.194 0.257
N -0.077 -0.780 0.398
N -0.523 -0.085 -0.539
O -0.822 2.239 -1.266
O -1.181 -0.442 -1.489
H 0.389 1.802 1.538
H 1.200 2.668 0.184
H 1.436 1.037 0.429
H 0.213 -2.638 -0.769
H -1.238 -2.360 0.261
H 0.408 -2.596 1.004

Record 6
14
Properties=species:S:1:pos:R:3 method="wB97M-V/def2-TZVPD" homo_ev=-8.8 de_lowest_kj_mol=753.73 orbital_gap_ha=0.319 lumo_energy_ev=-0.12 spin_multiplicity=1
C -2.181 -0.714 0.319
C -0.683 -0.496 -0.014
N -0.188 0.690 -0.280
O -0.972 1.763 -0.413
S 0.517 -1.687 0.073
C 1.988 -0.728 -0.758
N 2.903 0.063 -0.115
O 2.459 0.837 0.874
H -2.218 -1.713 0.649
H -3.025 -0.181 -0.426
H -2.285 -0.132 1.261
H -0.111 2.523 -0.143
H 2.342 -1.341 -1.680
H 1.454 1.115 0.651

Record order is preserved below.
E_tot: -377.8952; -377.6546; -377.8953; -377.6160; -377.6623; -775.8531 Ha